{
  "formula": "C38H114N26O32P4",
  "method": "wB97M-V/def2-TZVPD",
  "gap_ha": 0.28674,
  "largest_force_ev_per_a": 4.6,
  "symbols": ["C", "N", "O", "O", "H", "H", "H", "C", "N", "O", "O", "H", "H", "H", "C", "N", "O", "O", "H", "H", "H", "C", "N", "O", "O", "H", "H", "H", "C", "N", "O", "O", "H", "H", "H", "C", "N", "O", "O", "H", "H", "H", "C", "N", "O", "O", "H", "H", "H", "C", "N", "O", "O", "H", "H", "H", "C", "N", "O", "O", "H", "H", "H", "C", "N", "O", "O", "H", "H", "H", "C", "N", "O", "O", "H", "H", "H", "C", "N", "O", "O", "H", "H", "H", "C", "N", "O", "O", "H", "H", "H", "C", "N", "O", "O", "H", "H", "H", "O", "P", "N", "C", "C", "N", "C", "C", "N", "C", "C", "H", "H", "H", "H", "H", "H", "H", "H", "H", "H", "H", "H", "H", "H", "H", "H", "H", "H", "O", "P", "N", "C", "C", "N", "C", "C", "N", "C", "C", "H", "H", "H", "H", "H", "H", "H", "H", "H", "H", "H", "H", "H", "H", "H", "H", "H", "H", "O", "P", "N", "C", "C", "N", "C", "C", "N", "C", "C", "H", "H", "H", "H", "H", "H", "H", "H", "H", "H", "H", "H", "H", "H", "H", "H", "H", "H", "O", "P", "N", "C", "C", "N", "C", "C", "N", "C", "C", "H", "H", "H", "H", "H", "H", "H", "H", "H", "H", "H", "H", "H", "H", "H", "H", "H", "H"],
  "xyz": [[3.1811, 3.0692, -1.4060], [4.6617, 3.2152, -1.6440], [5.0773, 3.4855, -2.7700], [5.3566, 2.9970, -0.6233], [2.8955, 2.4704, -0.5412], [2.8718, 2.5567, -2.3169], [2.7942, 4.0876, -1.3709], [-0.1857, 0.1229, 0.8210], [0.0805, 0.2952, -0.6412], [0.7823, 1.2455, -1.0049], [-0.4220, -0.4933, -1.4142], [-0.9222, -0.6772, 0.8947], [-0.7265, 0.9792, 1.2240], [0.7221, -0.1225, 1.3722], [-1.1650, -1.9714, 5.4127], [-1.2134, -0.5190, 5.0920], [-1.8734, 0.2169, 5.8687], [-0.5820, -0.2035, 4.0871], [-0.1388, -2.2536, 5.6482], [-1.4814, -2.6257, 4.6003], [-1.8914, -2.1303, 6.2097], [1.9194, -0.9981, -3.7270], [2.0894, -0.6786, -5.1587], [2.2348, 0.4929, -5.5206], [2.0864, -1.5743, -6.0238], [2.6927, -1.7395, -3.5261], [0.9895, -1.5580, -3.6271], [1.9842, -0.1439, -3.0530], [-2.3865, -2.9786, -1.8221], [-2.9866, -4.2127, -1.3682], [-2.2719, -5.1728, -1.4259], [-4.1568, -4.2150, -0.8794], [-2.0757, -2.3540, -0.9847], [-3.1910, -2.5893, -2.4462], [-1.5415, -3.2401, -2.4589], [-0.6429, -1.6652, -7.6520], [-0.9848, -2.6851, -6.6151], [-0.8367, -3.8172, -6.9221], [-1.3615, -2.3263, -5.5188], [0.4453, -1.6159, -7.6909], [-0.9244, -0.6649, -7.3231], [-1.0154, -1.8324, -8.6626], [1.7420, 2.5648, 3.8288], [0.7294, 3.4911, 3.2398], [0.5231, 3.4318, 2.0396], [0.2666, 4.3644, 3.9480], [1.8471, 1.7002, 3.1734], [1.4566, 2.2406, 4.8295], [2.6378, 3.1758, 3.9397], [3.4039, -1.0354, 0.1367], [3.7278, -0.0967, 1.2313], [4.7820, -0.3747, 1.8112], [2.9934, 0.8440, 1.4133], [2.9849, -0.4593, -0.6883], [2.7396, -1.8405, 0.4509], [4.3690, -1.4274, -0.1842], [0.6130, -5.0939, -3.1020], [1.4554, -4.7264, -1.9520], [2.3326, -5.4987, -1.6219], [1.2523, -3.6745, -1.3093], [1.3844, -5.6493, -3.6354], [0.3361, -4.1785, -3.6250], [-0.2296, -5.7264, -2.8226], [-1.1082, 3.8928, -0.1085], [-1.8675, 5.0971, -0.5837], [-1.3832, 6.1628, -0.2278], [-2.8185, 4.9102, -1.3392], [-1.5666, 3.7360, 0.8680], [-0.0539, 4.1555, -0.0209], [-1.2938, 3.0220, -0.7372], [-4.2965, 0.0535, 2.2406], [-3.9334, -0.1750, 0.8034], [-4.4434, -1.0272, 0.1143], [-3.0729, 0.5728, 0.3409], [-3.7034, 0.8721, 2.6482], [-4.1870, -0.7827, 2.9312], [-5.3266, 0.4085, 2.2082], [-4.9983, -4.8477, 2.8427], [-3.7026, -4.1728, 2.7516], [-2.8411, -4.7085, 2.1037], [-3.5206, -3.2423, 3.5238], [-5.0717, -5.7661, 2.2602], [-5.8482, -4.1776, 2.7135], [-5.0074, -5.0416, 3.9153], [0.2834, -5.6696, 1.3166], [0.4673, -4.2361, 1.6951], [-0.4679, -3.4807, 1.4301], [1.6133, -3.9364, 1.9968], [-0.6982, -6.0876, 1.5402], [1.0209, -6.2718, 1.8472], [0.4006, -5.7499, 0.2359], [-0.1859, 5.1240, -3.6630], [0.9047, 4.3166, -4.3050], [1.9811, 4.3308, -3.7738], [0.6600, 3.8120, -5.3769], [0.2360, 5.5650, -2.7599], [-1.0487, 4.4802, -3.4916], [-0.4111, 5.9538, -4.3329], [4.8338, -1.1854, -2.5098], [6.1730, -1.7527, -2.6764], [7.2594, -1.4224, -1.3842], [7.0047, -2.0531, -0.1386], [7.9795, -0.1656, -1.3169], [7.0079, -1.3177, -4.1151], [6.3945, -0.4600, -5.0801], [8.4655, -1.5225, -4.4240], [6.0957, -3.4721, -2.6796], [4.8797, -4.2717, -2.5687], [7.3343, -4.3303, -2.5599], [6.2471, -2.8366, -0.1180], [6.8565, -1.3502, 0.6812], [7.9816, -2.3799, 0.2176], [8.9652, -0.3896, -0.9090], [7.4024, 0.4623, -0.6380], [8.0165, 0.2867, -2.3080], [6.7743, 0.5610, -5.1176], [6.6272, -0.9256, -6.0378], [5.3084, -0.4775, -4.9903], [8.9792, -0.5638, -4.4952], [8.9421, -1.9688, -3.5513], [8.6265, -2.2420, -5.2268], [4.0324, -3.6119, -2.3820], [4.7436, -4.8539, -3.4801], [5.0235, -5.0059, -1.7759], [8.2283, -3.7200, -2.4319], [7.4834, -4.8733, -3.4932], [7.2781, -4.9411, -1.6589], [1.5179, -0.5632, 7.0043], [2.8814, -0.9256, 6.6494], [3.7969, -1.4656, 8.0414], [3.1114, -1.5056, 9.3056], [5.2233, -2.0978, 7.9290], [3.8660, 0.4498, 6.1512], [5.1787, 0.3342, 5.4913], [3.6514, 1.7376, 6.8256], [3.0952, -2.0606, 5.4020], [2.5197, -1.8573, 4.0795], [3.1184, -3.5028, 5.7151], [3.8244, -1.6315, 10.1204], [2.3110, -2.2454, 9.2964], [2.6505, -0.5427, 9.5259], [6.0097, -1.3527, 8.0497], [5.2646, -2.4602, 6.9018], [5.4102, -2.7880, 8.7517], [5.3088, -0.6460, 5.0325], [5.3299, 1.1427, 4.7761], [5.8724, 0.4582, 6.3229], [4.2834, 1.8142, 7.7103], [3.9393, 2.4890, 6.0904], [2.6365, 1.9697, 7.1485], [3.2975, -1.9218, 3.3187], [1.8350, -2.6652, 3.8214], [2.0534, -0.8800, 3.9549], [3.5563, -4.1557, 4.9601], [2.0690, -3.7928, 5.7674], [3.4702, -3.7901, 6.7060], [-5.2550, 2.7098, 3.8526], [-5.6198, 3.8345, 2.9081], [-6.0156, 3.4602, 1.2858], [-5.0231, 3.3318, 0.2880], [-7.3380, 2.8620, 0.9432], [-4.4091, 5.0236, 2.8319], [-4.5767, 6.2049, 1.9758], [-3.2738, 4.9937, 3.6887], [-7.0152, 4.7519, 3.5163], [-7.7104, 5.8037, 2.7442], [-7.7599, 4.3156, 4.6990], [-5.1147, 4.0453, -0.5310], [-5.0617, 2.3410, -0.1647], [-3.9847, 3.4832, 0.5826], [-7.9462, 2.8949, 1.8471], [-7.2595, 1.8102, 0.6682], [-7.8590, 3.4317, 0.1738], [-5.1909, 6.9529, 2.4772], [-3.6880, 6.6970, 1.5807], [-5.1548, 5.9356, 1.0919], [-3.3487, 5.7855, 4.4341], [-3.1960, 3.9810, 4.0841], [-2.3777, 5.1576, 3.0902], [-6.9824, 6.5933, 2.5581], [-7.9549, 5.2786, 1.8209], [-8.6188, 6.2045, 3.1938], [-8.3837, 5.1196, 5.0896], [-7.0567, 4.1474, 5.5147], [-8.3296, 3.4073, 4.5030], [-3.1691, 0.3150, -6.9926], [-3.8313, 0.4234, -5.6337], [-2.8635, 1.1318, -4.3963], [-3.2835, 1.3590, -2.9775], [-1.4342, 1.1156, -4.4824], [-4.6220, -1.0140, -5.0243], [-5.2249, -0.9894, -3.6951], [-4.2187, -2.3297, -5.4761], [-5.1475, 1.4821, -5.7496], [-4.9551, 2.9380, -5.6179], [-6.2368, 1.0795, -6.6926], [-2.7102, 2.1883, -2.5632], [-3.0749, 0.4803, -2.3673], [-4.2907, 1.7115, -2.7552], [-0.9744, 1.9007, -3.8821], [-1.0592, 1.2386, -5.4984], [-1.1456, 0.1050, -4.1934], [-4.5089, -0.9688, -2.8735], [-5.8008, -0.0650, -3.7368], [-5.8401, -1.8781, -3.5542], [-3.7235, -2.3091, -6.4470], [-3.5167, -2.8040, -4.7904], [-5.1150, -2.9479, -5.4268], [-5.6251, 3.6336, -6.1233], [-4.7086, 3.1870, -4.5858], [-3.9700, 3.2251, -5.9858], [-5.7972, 1.2429, -7.6765], [-6.9906, 1.8498, -6.5299], [-6.6298, 0.0810, -6.5013]],
  "forces_ev_per_angstrom": [[0.1701, -0.0884, -1.2861], [1.0474, -0.7254, 1.5228], [-0.5991, -0.3243, 1.9110], [-0.5894, 0.5720, -2.1162], [0.7115, 0.2937, 0.0897], [-0.4410, 0.3099, 0.0959], [-0.1146, -0.2193, -0.0577], [-1.0106, -0.6327, 0.2242], [0.4280, 0.9423, -0.2186], [-0.6004, -0.8582, 0.4932], [0.1116, -0.0234, 0.2212], [0.4597, -0.2238, -0.0710], [0.6440, 0.3693, -0.2520], [-0.0283, 0.3010, -0.3222], [-0.5859, -0.6587, 0.5440], [-0.7454, 0.3326, 0.8284], [1.8381, -1.4200, -2.4050], [-0.7484, 0.7079, 0.8873], [-0.0969, 0.4213, 0.3590], [-0.0133, 0.7297, -0.5064], [0.5156, 0.0367, 0.2348], [0.0994, -1.3108, 0.0558], [0.2152, 1.5077, -2.9259], [-0.2284, -1.1022, 1.4133], [-0.1504, 0.1417, 2.0317], [0.2480, 0.3175, 0.1919], [-0.2334, 0.4123, -0.0807], [-0.0346, 0.0369, -0.5829], [-0.4501, 0.7292, -1.2191], [-2.3503, -0.3211, 2.3053], [0.2011, -1.5000, 0.0524], [2.7777, 0.1507, -1.3961], [-0.3374, -0.0538, -0.1227], [0.3298, 0.8684, 0.2237], [-0.0723, 0.1062, 0.2819], [0.7863, 1.5669, 0.1220], [-0.1608, 1.8689, -0.5375], [0.2818, -2.4502, -0.6449], [0.2896, 0.5790, 0.5013], [0.0400, -0.4757, 0.0340], [-0.5418, -0.3370, 0.1837], [-0.3177, -0.6592, 0.4828], [-0.1815, -0.3629, 0.3074], [0.2482, 0.8406, 0.1719], [0.1154, -0.5476, 0.3302], [0.0403, -0.5248, 0.0906], [0.2134, 0.4395, 0.0319], [-0.3768, 0.2091, -0.1429], [0.0867, -0.2212, -0.3281], [0.3748, -0.0729, -0.9248], [1.3522, -1.4106, -0.3625], [-1.3541, 1.1193, 0.2276], [0.1645, 0.2925, 0.6499], [-0.1252, -0.0699, 0.1723], [-0.0449, 0.1780, 0.3105], [-0.4065, -0.0938, 0.0112], [1.1371, 0.0796, -0.7260], [0.0083, 1.5211, 2.7466], [-0.2606, -0.2471, -0.3574], [-0.2301, -1.1920, -1.4174], [-0.7256, -0.1968, -0.7126], [-0.1917, -0.2136, 0.0717], [0.1450, 0.2689, 0.2559], [-0.6726, 0.0904, 0.2274], [1.2091, -0.4330, -0.9927], [-1.1895, -0.3715, -0.4240], [0.5459, 0.7248, 0.7995], [0.4372, -0.2444, 0.1227], [-0.4208, -0.0290, 0.0158], [-0.0893, 0.3313, -0.1350], [-0.4864, 0.8032, 0.3334], [1.5179, 0.3214, -0.4438], [-0.7202, -0.3671, 0.7545], [-0.2857, 0.0853, 0.5082], [0.0517, -0.0506, -0.4525], [-0.0610, -0.4812, -0.7716], [-0.0421, -0.1992, 0.1638], [-1.1039, -0.1576, 1.0262], [0.4630, -0.3877, 0.4793], [0.1475, 0.0631, -0.4158], [-0.1539, 0.3015, -0.5224], [0.3246, 0.4343, -0.0897], [0.3727, 0.1778, -0.4806], [-0.2655, -0.5252, -0.0245], [-0.2334, -1.0295, 0.3796], [-0.4808, -0.1840, -1.9542], [1.5200, -0.3626, 0.8524], [-0.9268, 0.4109, 0.2928], [-0.1510, 0.7288, 0.1833], [0.1393, 0.3031, -0.2401], [0.2592, 0.2703, 0.1759], [0.2926, 0.2274, 0.2363], [-0.7244, 0.9200, -0.6924], [0.7856, -0.1848, 0.5212], [-0.2567, -0.3389, -0.0093], [-0.1873, -0.3394, 0.0664], [0.0794, 0.1559, -0.0686], [-0.1628, -0.3403, -0.1773], [-0.8946, 0.3869, -0.6151], [2.8707, -1.9004, 0.0646], [-1.5267, -0.5591, -3.1453], [1.4104, 0.1677, 1.5935], [-0.7334, -0.5249, 0.2356], [0.7785, -0.1031, 1.7186], [-0.6313, -0.4401, -1.0142], [-1.0916, -0.4230, 2.0731], [1.4239, 0.4611, 0.6231], [0.6654, 0.5248, -0.2122], [-0.7691, 1.7005, -0.3469], [0.2301, 0.0766, -0.2418], [-1.0749, 0.5125, -0.1907], [0.1784, -1.2055, 0.0163], [0.2290, 0.4127, -0.0597], [0.3809, 0.5805, 0.0486], [0.2154, 0.0477, 0.1659], [0.0007, 0.1665, 0.3186], [-0.1630, 0.2542, -0.4306], [0.0783, 0.2618, 0.1361], [-0.1261, 0.0536, -0.7320], [-0.0892, -0.1558, 0.1319], [-0.1293, 0.4835, -0.4045], [-0.0114, -0.2156, 0.0442], [-0.3084, 0.0284, -0.2197], [-0.3394, 0.1078, 0.3189], [-0.1645, 0.2379, 0.0031], [-0.1324, -0.4907, 0.2186], [-0.1896, -0.3803, -0.2239], [-1.0388, 0.3129, 0.2919], [4.5848, 0.6172, 0.0705], [1.0173, -0.8073, -1.8903], [-0.2702, 0.4287, 0.2699], [-2.1691, 1.8004, -0.1399], [-2.5287, -1.4356, -0.7209], [-0.7889, 0.0003, 1.3924], [0.4179, -0.4898, -0.4750], [0.7876, -0.1366, 1.1549], [0.3856, 0.3119, -0.3980], [-1.3948, 0.0524, 0.6459], [-0.0121, -0.4740, -0.0639], [0.0669, -0.2299, 0.4628], [-0.1925, 0.0790, -0.1130], [-0.1547, 0.3927, -0.1169], [0.4253, -0.5784, 0.3814], [-0.4718, -0.5273, -0.4431], [-0.0872, 0.1816, -0.0521], [-0.0797, -0.1011, -0.1555], [0.8190, -0.0588, -0.2904], [0.2694, 0.1826, 0.1339], [0.1056, 0.3560, 0.2319], [-0.1441, -0.5714, -0.2445], [0.2523, -0.0151, -0.0378], [-0.3273, 0.2799, 0.2841], [-0.1751, -0.0616, 0.2767], [0.4204, 0.5242, -0.1771], [-0.3247, -0.4472, -0.1616], [0.5240, 0.5299, -0.1091], [-0.6181, 1.5488, -1.5269], [-0.9897, 1.2378, 1.3400], [-1.0037, 0.3118, 1.9026], [1.0922, -0.1688, -1.4728], [0.7082, 0.5936, 1.1324], [-1.1594, -0.8447, -1.9812], [-1.0559, -0.2993, -0.0706], [0.5770, -0.3398, -0.1017], [0.3635, -0.7198, 0.2294], [1.3686, -1.2740, -0.8305], [1.1059, -0.2432, 0.2390], [-0.4607, 0.1801, -0.1565], [0.0364, -0.2183, -0.0809], [-0.2070, -0.1054, 0.7198], [-0.1192, 0.0427, -0.0146], [0.2105, -0.0184, -0.2360], [0.1824, -0.0332, -0.1877], [0.3675, 0.3186, 0.1772], [0.4877, -0.4549, 0.4740], [-0.0498, -0.1337, -0.0809], [0.2027, -0.2102, 0.4156], [0.0456, 0.2959, 0.5559], [0.2503, 0.1678, 0.0672], [-0.6425, 0.1967, -0.2116], [-0.4480, 0.8354, -0.5613], [0.2540, -0.3029, 0.2912], [-0.2234, -0.0265, -0.4297], [0.0048, -0.4850, 0.0089], [-0.2792, -0.0042, 0.2589], [-0.2533, -0.7198, 2.3704], [-0.6186, 0.5534, -0.2038], [-2.2236, 0.7549, -0.1883], [0.2905, -0.0788, -0.3937], [0.6379, -1.0509, -0.8501], [1.4081, 1.2791, -1.1292], [0.1523, 0.5852, -0.8144], [0.0407, -0.1508, 0.5348], [-0.7345, -0.4566, 0.7886], [2.3363, -0.3295, 0.3698], [1.2099, 1.4446, 0.6454], [0.4783, 0.0005, -0.1796], [0.0110, 0.0202, 0.1303], [-0.3931, -0.4751, -0.8057], [-0.0795, -0.1910, 0.2027], [-0.3007, 0.1626, -0.1337], [0.9120, 0.1113, 0.4946], [0.0385, 0.0677, 0.0365], [-0.3759, -0.1482, 0.8084], [-0.2693, 0.1246, -0.1577], [-0.4863, 0.0581, -0.0409], [0.2151, 0.0000, 0.1224], [-0.0701, -0.2230, -0.5994], [-0.5695, -0.6566, 0.3022], [-1.1534, 0.1957, 0.4158], [0.2132, -0.1079, -0.9095], [-0.5450, -0.5890, -0.4587], [-0.3940, -0.3610, -0.1805], [0.2542, 0.1151, -0.1238]]
}